DFT (the ωB97M-V functional and the def2-TZVPD basis) results for a molecular structure, C6HErO6 at a distorted geometry.

XYZ file:
```
14
Properties=species:S:1:pos:R:3:forces:R:3:lowdin_charge:R:1
O -0.044 4.597 -0.298 0.0 -3.5 0.8 0.13
C -0.032 3.491 -0.010 0.0 3.1 -0.5 0.03
Er 0.019 0.281 0.641 0.1 1.2 -1.7 1.05
C 0.024 -2.047 0.328 0.1 -5.0 -1.4 -0.10
O 0.028 -3.112 -0.112 0.0 3.8 1.7 0.22
C 0.036 -0.355 -1.649 -0.2 -0.5 -2.2 -0.33
O 0.007 -0.685 -2.780 0.1 1.1 3.3 0.18
C 2.171 -0.390 -0.196 5.0 -2.1 -3.4 0.01
O 3.054 -0.787 -0.832 -3.9 1.9 3.1 0.24
C -2.127 -0.391 -0.209 -5.5 -2.1 -2.8 0.01
O -3.075 -0.800 -0.733 4.3 1.9 2.5 0.25
H -0.044 0.931 -1.280 0.0 0.4 -0.7 0.04
O -0.010 -0.471 4.134 0.0 0.8 -5.4 0.22
C -0.008 -0.262 2.996 -0.1 -0.9 6.9 0.04
```
Positions in Å, forces in eV/Å.

Output
M: 336.33 g mol⁻¹
LUMO level (spin up / spin down): -0.399 / -0.395 Ha
Highest occupied orbital energy (spin up / spin down): -17.53 / -17.58 eV
Multiplicity: 4
Energy above the lowest of the compared OMol25 structures with the same formula, charge and spin: 0.000 eV
Calculated total energy: -1694.98388 Ha
Net charge: +2
Orbital gap (spin up / spin down): 6.7 / 6.8 eV

---

DFT (the ωB97M-V functional and the def2-TZVPD basis) results for a molecular structure, C6HInO6 at a distorted geometry.

XYZ file:
```
14
Properties=species:S:1:pos:R:3:forces:R:3:lowdin_charge:R:1
O 2.119 -1.077 -2.924 -1.8 3.1 5.1 0.25
C 1.728 -0.529 -1.973 3.6 -4.2 -7.7 0.00
In 0.619 0.182 -0.270 -0.4 1.1 1.6 0.60
O -0.884 -2.444 -2.352 0.4 1.8 1.9 0.24
C -0.625 -1.655 -1.582 -0.8 -1.9 -1.7 0.04
C 0.553 1.871 1.872 -2.4 3.3 6.0 -0.08
O 0.421 2.536 2.800 0.8 -1.8 -2.9 0.17
C -1.149 1.883 -1.265 -2.3 1.7 -0.8 0.06
O -1.985 2.587 -1.578 2.3 -1.8 0.8 0.21
C 1.118 -1.649 1.568 0.0 -1.4 1.4 0.06
O 1.220 -2.395 2.408 -0.1 1.4 -1.6 0.21
H 1.584 1.435 0.492 0.3 -1.4 -1.9 0.01
O -2.848 -0.465 1.674 2.3 0.4 -1.3 0.19
C -1.869 -0.280 1.129 -2.0 -0.3 1.2 0.04
```
Positions in Å, forces in eV/Å.

Output
M: 283.89 g mol⁻¹
LUMO level: -0.374 Ha
Highest occupied orbital energy: -18.22 eV
Energy above the lowest of the compared OMol25 structures with the same formula, charge and spin: 1.696 eV
Calculated total energy: -869.96290 Ha
Net charge: +2
Orbital gap: 8.0 eV

---

DFT (the ωB97M-V functional and the def2-TZVPD basis) results for a gas-phase ion, C6HN4O3S (charge -1) at a distorted geometry.

XYZ file:
```
15
Properties=species:S:1:pos:R:3:forces:R:3:lowdin_charge:R:1
C -1.733 -0.920 -0.568 -2.8 -3.0 0.7 -0.24
C 0.351 -0.752 -1.624 1.9 -1.0 -0.5 -0.11
C 1.669 -1.446 0.286 2.3 -2.4 -3.7 -0.08
C 0.573 -1.066 2.467 -1.4 -0.9 0.6 -0.25
C -0.555 -0.241 -0.875 -2.1 3.2 1.0 -0.12
C 1.266 -0.825 1.326 2.2 1.7 -0.7 -0.26
N -2.668 -1.565 -0.289 1.6 1.4 -0.5 0.14
N 1.341 -1.408 -1.943 -1.1 0.7 -1.6 0.05
N 2.161 -1.804 -0.861 -1.1 0.6 4.7 0.08
N -0.199 -1.200 3.296 -0.4 -0.2 1.3 0.19
O 0.396 1.556 1.335 0.8 -0.4 -0.2 -0.36
O 2.697 1.383 2.098 0.5 -0.5 0.7 -0.31
O 2.188 1.012 -0.244 0.1 0.0 -0.4 -0.32
S 1.733 0.976 1.122 -1.5 1.6 -0.2 0.44
H -0.631 0.786 -0.407 1.1 -0.8 -0.9 0.13
```
Positions in Å, forces in eV/Å.

Output
M: 209.17 g mol⁻¹
LUMO level: 0.098 Ha
Highest occupied orbital energy: -6.55 eV
Energy above the lowest of the compared OMol25 structures with the same formula, charge and spin: 2.125 eV
Calculated total energy: -1072.08231 Ha
Net charge: -1
Orbital gap: 9.2 eV

---

> What is the formula in the third record?

C6HN4O3S

---

> Number 3 is which compound?

C6HN4O3S